Record 1
Below is a molecular structure, C30H50Ge2KO6S6 in a non-equilibrium geometry, with properties calculated with the ωB97M-V functional and the def2-TZVPD basis.

Structure (XYZ):
```
95
Properties=species:S:1:pos:R:3:forces:R:3:mulliken_charge:R:1
Ge 15.2281 14.4106 11.7700 2.8 0.8 -2.1 -0.249
Ge 14.1812 13.2308 9.9863 -2.0 1.2 0.4 0.101
K 12.0900 18.5811 10.6122 -0.3 -0.7 0.3 1.001
S 16.3603 19.9382 8.8350 -1.1 -0.6 -0.2 -0.418
S 13.9915 18.2269 7.7778 0.4 0.6 1.0 -0.399
S 9.7356 18.8237 8.3857 0.6 0.4 0.2 -0.146
S 6.9488 15.7766 8.4612 0.6 -0.2 -0.7 -0.048
S 5.5441 19.4386 9.8953 0.0 0.2 -0.4 -0.156
S 8.7977 15.9678 5.3088 -0.5 -1.0 -0.4 -0.134
O 13.8477 19.9789 9.7229 1.3 0.8 -0.2 -0.350
O 10.5190 15.6374 12.8732 -0.1 0.4 -0.1 -0.482
O 13.2033 18.4884 13.1909 -0.8 0.2 0.7 -0.686
O 10.9748 17.6996 15.3333 -0.3 -0.4 0.3 -0.394
O 10.1808 14.9327 14.9507 -0.2 -1.1 -0.1 -0.504
O 11.3341 19.6900 12.8220 0.4 -0.3 0.4 -0.791
C 5.2251 17.9956 8.8765 -0.9 0.3 -1.6 -0.752
C 6.2443 16.1243 6.8427 -1.1 -0.8 -1.3 -0.409
C 9.8885 17.3675 7.2994 0.7 -0.9 2.0 -0.174
C 15.0196 11.8456 11.1571 -0.7 1.4 -0.3 -0.207
C 18.2655 14.8920 11.1151 -0.2 0.7 1.5 -1.042
C 7.0056 15.6473 5.5703 0.1 -2.1 1.0 -0.874
C 14.7526 19.3850 8.8133 0.1 0.9 0.3 0.123
C 14.2544 21.0764 10.6304 0.9 -0.8 0.4 -0.677
C 5.7344 16.6728 9.4075 0.2 -0.5 2.1 -0.467
C 7.3403 19.4302 9.7477 1.6 0.5 1.0 -0.656
C 13.7954 7.7728 11.0788 -0.3 -0.1 -1.1 -0.372
C 11.2598 12.5827 9.1932 0.1 -1.0 -1.2 -1.422
C 11.6346 18.9600 15.0503 1.1 -1.1 -0.4 -0.583
C 16.0470 12.6414 7.8225 -0.9 -0.3 -0.1 -1.117
C 15.7981 12.5737 11.9837 1.6 -0.9 -0.4 -0.259
C 12.1199 13.5758 9.9237 1.6 0.4 0.1 -0.344
C 16.9090 15.5941 11.2603 -1.0 -1.3 1.5 -0.689
C 12.8533 8.7883 11.2424 -0.6 0.2 1.6 -0.693
C 14.6172 10.4767 11.0630 0.8 -3.3 1.1 0.197
C 15.1424 8.0831 10.8282 -0.4 -1.0 0.5 -0.543
C 9.8297 17.2259 14.5907 0.6 1.7 -0.3 -0.379
C 13.2662 10.1179 11.2705 -0.2 1.0 -0.6 -0.005
C 10.2236 15.8936 14.0114 -0.1 -0.6 -0.1 0.630
C 14.3192 14.8632 13.3340 -0.9 0.9 2.3 0.311
C 9.1845 17.5538 6.0137 -0.2 0.6 -1.4 -0.523
C 12.1454 19.0503 13.5725 -0.7 0.2 -0.6 0.732
C 14.8550 13.5744 8.1737 -0.1 -1.6 0.3 -0.572
C 15.5717 9.3882 10.9749 -1.2 1.2 -0.5 -0.440
C 15.3034 15.1770 14.5286 0.9 -0.4 -0.6 -1.309
C 7.9537 19.1322 8.3862 -0.6 -0.7 -0.7 0.449
H 14.0310 13.2549 7.5305 -0.1 0.4 0.0 0.372
H 9.4202 16.4924 7.8326 0.7 0.9 -0.4 0.027
H 18.4793 14.3451 12.0515 0.1 0.3 -0.2 0.275
H 16.6184 9.6228 10.9861 0.4 0.2 -0.3 0.429
H 4.9087 15.9801 9.6593 0.1 0.4 -0.4 0.449
H 7.7278 18.7101 10.5017 -0.1 0.3 -0.6 0.185
H 10.9827 19.7854 15.2642 -0.4 0.4 0.0 0.295
H 16.9456 16.3093 12.0718 0.1 0.4 0.1 0.393
H 6.9662 14.4803 5.6020 0.1 2.0 -0.3 0.281
H 16.1015 12.4573 6.7517 0.2 0.3 -0.2 0.362
H 9.6206 17.9088 13.7426 0.0 -0.3 0.4 0.217
H 7.5181 18.2028 8.0159 0.2 0.1 0.1 -0.906
H 15.9875 11.6260 8.2628 -0.4 0.5 0.0 0.252
H 12.4854 10.9164 11.4367 1.1 -0.8 -0.2 0.389
H 9.8008 18.0594 5.2684 0.1 0.0 0.1 0.424
H 15.3652 14.2997 15.1923 -0.5 0.5 0.2 0.364
H 15.8005 7.2124 10.5834 -0.3 1.1 0.4 0.307
H 5.2250 15.6177 6.8015 1.1 0.5 0.0 0.466
H 16.6109 16.0927 10.3797 -0.2 0.7 -1.1 0.554
H 8.9244 17.1146 15.2439 0.9 0.2 -0.4 0.344
H 16.3742 15.2313 14.2205 -0.6 0.2 -0.3 0.343
H 11.1174 12.8461 8.1306 0.0 -0.1 0.4 0.333
H 7.7379 19.8801 7.6163 -0.1 0.2 0.4 0.359
H 10.2894 12.4261 9.6325 -0.7 0.5 0.2 0.391
H 11.8106 13.6093 10.9591 0.0 0.3 0.4 0.305
H 14.9566 14.6644 8.1496 0.5 -0.3 -0.5 0.489
H 13.6897 13.9768 13.6444 0.3 1.1 -0.5 0.319
H 15.1195 16.1360 15.0430 -0.3 -0.7 -0.1 0.251
H 14.4218 22.0194 10.0539 -0.3 -0.8 0.4 0.291
H 13.4047 21.1441 11.3816 1.1 0.0 -1.0 0.145
H 11.7969 8.6321 11.6109 1.2 -0.3 -0.9 0.281
H 5.9986 17.1821 6.7477 0.5 -0.2 -0.2 0.223
H 15.2606 20.8195 11.1469 -1.8 0.3 -0.8 0.308
H 10.2711 14.0637 14.4853 0.2 1.0 0.4 0.358
H 12.0643 14.6228 9.5173 -0.1 -0.9 0.3 0.246
H 16.7096 12.2303 12.5355 -1.2 -0.4 0.1 0.312
H 13.4878 6.7281 10.9931 0.0 0.3 0.2 0.334
H 4.1330 17.8482 8.8280 0.3 0.6 -0.1 0.311
H 12.5194 18.9769 15.7272 -0.7 -0.2 -0.3 0.237
H 7.7327 20.4225 10.0789 -0.6 -0.6 0.0 0.425
H 16.9704 13.0125 8.1761 1.1 0.6 0.2 0.295
H 5.5450 18.2485 7.7984 -0.6 -0.3 2.1 0.378
H 13.6959 15.7590 13.0990 0.2 -0.7 0.5 0.148
H 8.2812 18.1596 6.0560 -0.1 -0.1 0.3 0.201
H 6.4749 15.9819 4.6800 -0.2 0.0 0.2 0.409
H 11.0069 17.1617 7.2059 -1.4 0.4 0.0 0.267
H 6.2177 16.8351 10.4082 -0.3 -0.1 -0.9 0.351
H 18.2586 14.1328 10.3707 0.1 -0.4 -1.0 0.227
H 11.6473 11.5495 9.2117 0.3 0.3 -0.1 0.375
H 19.0800 15.6425 10.9592 -0.6 -0.7 -0.1 0.329
```
Forces are in eV/Å.

* electronic energy: -8767.41429 Ha
* Kohn-Sham gap: 0.226 hartree
* HOMO energy: -0.165 Ha
* total charge: -1
* 2S+1: 1

---

Record 2
Below is 8 unconnected molecules or ions with the total composition C33H83N5O8 in a non-equilibrium geometry, with properties calculated with the ωB97M-V functional and the def2-TZVPD basis.

Structure (XYZ):
```
129
Properties=species:S:1:pos:R:3:forces:R:3:mulliken_charge:R:1
O 0.1732 4.7981 -4.2895 0.0 0.9 -0.3 -0.508
O 2.7531 -3.0498 3.0632 0.1 1.3 0.3 -0.318
O 0.9877 -1.8231 0.0476 -2.0 1.2 -0.5 1.083
O -0.9466 1.8500 2.6955 -0.5 -2.5 0.2 -0.714
O 5.6595 1.7957 1.4490 -0.1 0.5 -0.1 -0.560
O -4.7705 -1.1530 3.4505 -0.4 0.4 -1.1 -0.383
O -4.7537 1.2631 -2.3077 0.2 0.5 -1.0 -0.372
O -1.6338 2.2827 5.3290 0.6 -0.3 -0.9 -0.510
N 0.4751 4.3002 -3.0125 1.6 -0.8 1.4 0.073
N -1.4078 -0.7355 2.0357 -0.3 -0.5 -0.6 0.500
N 3.5499 0.5221 3.2887 1.7 -1.9 -0.3 -0.423
N -2.3407 -1.2666 -1.2478 -0.5 1.0 -1.1 0.354
N 0.5039 -2.6676 -0.9610 0.3 -1.9 -0.5 0.362
C -0.3967 -4.8442 -1.5875 0.6 0.6 0.4 -1.373
C 1.7055 2.3545 -1.2981 0.9 0.6 -0.2 -0.261
C 0.1791 -4.0344 -0.3714 0.6 0.3 -0.5 1.571
C -3.7730 -0.5424 2.6044 0.7 -1.5 1.8 -0.281
C -2.0717 -1.3212 4.3139 -0.6 0.8 -0.1 -1.626
C -0.1312 2.9367 -2.9419 -0.6 1.7 1.1 2.045
C 2.6972 -1.7164 3.5684 0.3 -1.0 -0.3 -1.275
C -5.9453 1.7083 -1.7314 -0.5 -2.0 0.0 -0.805
C 0.2283 2.0117 -4.0306 1.3 -1.1 -0.2 -1.573
C 1.4396 -2.6454 -2.1798 -0.5 1.0 1.0 1.441
C 3.1809 -0.7166 2.5652 -0.3 -0.9 -1.3 1.953
C -3.0051 -0.3199 -2.2515 1.5 -0.7 0.4 2.487
C 2.2141 -3.9582 3.9717 -1.5 -1.7 -1.8 -0.933
C -2.8488 2.9954 5.3804 1.0 -0.1 -0.4 -0.649
C 0.2169 2.3002 -1.6129 0.9 0.4 -0.7 0.217
C -0.8126 -3.7777 0.7387 -0.4 0.3 0.7 -1.291
C 1.3422 -4.8125 0.2999 0.9 2.0 -0.9 -1.419
C 2.3121 3.7749 -1.3661 -1.5 -0.2 -0.2 -1.382
C -2.4711 -1.3466 2.8463 -0.3 0.3 0.1 0.795
C -4.0633 0.4165 -1.4564 0.2 -0.5 -0.1 -1.029
C 2.4355 5.8429 -2.6489 -1.2 0.3 0.7 -1.795
C 0.5408 -4.9194 -2.7961 0.9 1.1 0.2 -0.621
C 0.8045 -3.4935 -3.3054 -1.2 0.0 1.2 -0.925
C 5.2199 3.1409 1.2574 -0.8 -0.6 -0.4 -0.405
C -1.6398 3.1955 -2.9543 -0.4 -1.7 -0.1 -2.111
C 2.8339 3.7269 -3.8630 0.0 -0.5 -0.6 -1.731
C -6.0920 -0.7871 3.0392 0.6 0.3 0.3 -0.767
C 4.4190 -1.3202 1.8158 -0.4 0.1 0.5 -1.852
C 0.2744 2.2823 2.2155 0.5 1.1 -1.4 -0.054
C -3.6222 -1.0720 -3.4692 -0.8 2.4 0.8 -1.938
C 1.9837 4.4002 -2.7527 -0.1 -0.7 -0.9 1.856
C 1.3794 -1.1388 -2.5590 -0.2 0.0 0.6 -1.443
C 2.8878 -3.0305 -1.7931 0.4 -0.6 -0.4 -1.420
H -3.1398 3.4130 4.4038 0.0 -0.1 0.3 0.263
H -6.7815 -1.0362 3.8533 0.2 0.0 -0.3 0.286
H -5.7086 2.1728 -0.7801 -0.4 1.0 0.0 0.313
H 5.1322 -1.5117 2.6277 0.4 0.3 -0.4 0.337
H 1.6940 -1.5255 3.8979 -0.7 0.4 0.3 0.579
H 1.9310 -4.1179 0.9815 -0.7 -1.1 -0.6 -0.087
H -0.4350 5.5043 -4.0365 0.1 0.0 -0.5 0.381
H 1.9510 -1.0229 -3.4783 -0.2 0.4 -0.2 0.726
H 1.8585 4.4535 -0.6136 0.1 -0.4 -0.2 0.338
H 1.8226 1.9740 -0.2890 0.4 -0.4 0.1 0.352
H 2.8157 1.1477 3.4064 -1.7 1.2 0.2 0.310
H -6.3897 -1.2654 2.1044 0.0 -0.4 0.0 0.260
H 4.7791 -0.6127 1.0756 0.3 0.2 0.2 0.583
H 1.9922 -5.1626 -0.4904 0.4 -0.2 0.1 0.381
H 1.7402 6.3081 -1.8819 1.0 0.0 -0.9 0.417
H -1.0737 0.8326 2.4718 -0.1 1.4 0.1 0.450
H 3.4620 5.7868 -2.2487 -0.4 0.5 -0.3 0.362
H 4.1842 3.2426 1.6358 0.2 0.0 -0.5 0.102
H -3.5633 2.3107 5.7654 -1.3 -0.3 0.3 0.237
H 0.1761 -5.6053 -3.5668 -0.1 0.2 0.1 0.470
H 2.9642 2.6682 -3.6949 0.2 -0.3 0.3 0.445
H 3.3911 3.7611 -1.1430 -0.3 0.0 -0.4 0.172
H 1.5624 -5.2365 -2.5142 -0.6 -0.6 0.1 0.301
H -2.1896 2.2792 -2.6008 0.4 0.9 -0.5 0.042
H 0.1568 2.7090 1.2128 0.1 -0.4 -0.3 0.058
H 2.5021 3.7329 -4.9285 -0.3 0.7 0.9 0.264
H -2.6452 3.7723 6.0815 -0.5 0.9 0.5 0.279
H 2.5314 -3.9063 4.9830 0.7 0.4 0.9 0.449
H -6.5321 2.2387 -2.5011 0.4 0.1 0.8 0.270
H -0.3802 -3.2294 1.6296 -0.2 -0.6 -1.2 -0.128
H 3.8455 0.2142 4.2290 0.0 0.6 -0.6 0.277
H 3.5843 -2.4575 -2.4408 -0.3 -0.6 0.3 0.488
H 1.3148 1.7702 -4.0483 -1.0 0.0 -0.2 0.076
H -1.7758 -0.3163 4.5607 -0.1 0.7 0.4 0.326
H 3.8291 4.1450 -3.8503 0.4 0.3 0.0 0.408
H -2.6522 -2.3856 2.6627 -0.1 -0.8 -0.9 0.422
H -1.1845 -1.9006 4.5024 0.2 -0.7 0.0 0.314
H -1.4124 2.1644 4.3835 0.2 -0.2 0.2 0.449
H -0.3975 2.7077 -0.8248 -0.1 0.1 0.4 0.880
H 1.8044 -2.1301 0.3698 2.0 -1.0 0.7 -0.568
H -3.7106 0.9714 -0.5675 0.3 -0.3 -0.2 0.530
H -1.6632 -0.8320 1.0384 0.3 0.2 0.3 -0.249
H 5.7739 3.8449 1.8488 0.7 0.4 0.2 0.349
H -2.9193 -1.6030 4.9502 0.4 -0.1 -0.1 0.381
H 0.3122 -0.7239 -2.6220 1.5 -0.9 -0.2 -0.394
H -0.3392 1.0962 -3.9348 -0.1 -0.4 0.2 0.387
H -4.7289 -0.3962 -1.1205 -0.2 0.1 0.3 0.767
H 1.0922 -3.9883 3.9734 0.6 0.5 0.0 0.221
H -1.3436 -4.3798 -1.8792 0.0 -0.2 0.0 0.247
H 3.3760 -1.6085 4.3906 0.4 -0.4 1.1 0.581
H 2.3172 -0.6137 1.8779 0.6 0.8 0.0 -1.014
H -0.1812 -3.0010 -3.4518 0.5 -0.2 -0.5 0.004
H -0.0952 2.4058 -4.9440 0.0 0.7 -1.6 0.528
H -4.1117 -0.4365 1.5807 0.1 -0.2 -0.4 0.223
H -2.1930 0.3740 -2.6126 -0.8 -0.7 0.4 -2.138
H -0.0156 1.2782 -1.8259 -0.5 -0.9 0.8 -1.297
H 5.2794 3.3970 0.1754 -0.1 -0.1 0.8 0.154
H -3.4716 0.3911 3.0198 -0.4 1.5 0.1 0.222
H 3.1254 -2.7030 -0.7624 -0.1 -0.3 -0.5 0.164
H -4.4993 -1.6040 -3.1908 -0.6 -1.0 0.9 0.438
H 1.1722 1.6274 2.1732 -0.8 -0.2 0.3 -0.403
H 2.3845 6.3580 -3.6196 0.1 0.0 0.4 0.392
H -1.1820 -4.7241 1.1268 -0.2 -0.2 0.0 0.665
H -1.6501 -3.1958 0.3602 -0.1 0.1 0.1 -0.004
H 2.4941 -4.9076 3.5085 0.0 -0.3 0.6 0.325
H -2.8875 -1.7402 -3.8199 0.7 -0.6 -1.1 0.472
H -1.5248 -1.7519 -1.6488 -0.5 0.2 0.3 -0.721
H -1.8578 3.9694 -2.2648 -0.3 0.8 0.8 0.675
H 1.3931 -3.5250 -4.2128 0.2 0.4 -0.2 0.468
H -2.0293 3.4862 -3.9278 0.1 -0.1 -0.1 0.498
H -0.5416 -1.2601 2.1450 -0.1 0.1 -0.1 -0.649
H -4.1185 -0.3696 -4.1834 1.3 -0.3 0.1 0.374
H -6.4739 0.7578 -1.4382 -0.3 0.9 -0.2 0.309
H 3.1064 -4.1519 -1.8688 -0.2 1.7 0.0 0.262
H 0.9744 -5.6759 0.8017 -0.4 -0.5 0.7 0.633
H -3.0459 -1.9460 -0.9813 0.1 -0.3 -0.1 0.256
H 1.8713 -0.5765 -1.7377 -0.2 -0.2 -0.7 0.094
H 4.9898 1.3936 2.0180 0.1 -0.3 0.3 0.339
H -0.5481 -5.8571 -1.2929 -0.6 -0.8 0.6 0.454
H 0.5168 3.1656 2.7471 0.7 0.8 1.1 0.601
H -6.1303 0.2842 2.8232 -0.1 0.2 0.3 0.319
H 2.3157 1.7747 -2.0442 -0.8 0.0 1.0 -0.070
H 4.3323 -2.2967 1.2978 -0.7 0.5 0.4 0.335
```
Forces are in eV/Å.

* energy relative to the best compared isomer or geometry (same formula, charge and spin): 36.7 kcal per mole
* electronic energy: -2182.59132 Ha
* Kohn-Sham gap: 0.335 hartree
* HOMO energy: -0.315 Ha
* total charge: 0
* 2S+1: 1
* SMILES: CC1(C)CCCC(C)(C)N1O.CC1(C)CCCC(C)(C)N1O.COC[C@H](C)N.COC[C@H](C)N.COC[C@H](C)N.CO.CO.CO

---

Q: HOMO energy of number 2 (C33H83N5O8)?
A: -0.315 Ha